Here is 10 unconnected molecules or ions with the total composition C27H43N5O22S5 in a non-equilibrium geometry from the Open Molecules 2025 dataset. Energies are from ωB97M-V/def2-TZVPD.

Atoms and positions in Å:
H (-1.149, 14.985, 0.482)
O (11.151, 11.518, -3.575)
O (9.507, 9.281, -6.682)
H (7.698, 7.473, -5.213)
H (1.548, 9.644, -5.940)
H (8.389, 10.299, -0.366)
C (1.951, 11.280, -7.204)
C (2.268, 5.763, -7.047)
H (4.821, 5.858, -2.236)
O (9.138, 10.753, -2.321)
H (8.749, 5.831, -0.823)
C (1.169, 8.710, 0.696)
H (1.700, 13.736, -5.026)
H (10.107, 10.053, -0.657)
S (4.542, 11.757, -1.022)
C (6.616, 4.681, -2.851)
C (6.535, 14.332, 1.313)
C (5.858, 5.609, -2.082)
H (5.911, 15.378, 3.078)
O (7.220, 13.077, 1.308)
O (7.890, 10.077, -5.519)
O (3.523, 11.708, -0.063)
C (7.769, 7.883, -6.209)
N (7.912, 5.553, -1.296)
O (4.552, 9.100, 1.719)
C (-0.911, 9.131, 0.020)
C (0.778, 14.275, 0.026)
H (2.125, 8.322, 1.007)
S (2.078, 7.202, -5.029)
O (2.633, 7.190, -3.744)
C (5.799, 14.390, 2.646)
H (7.339, 15.085, 1.319)
H (3.534, 7.208, -8.084)
O (5.514, 8.339, 3.709)
O (5.530, 10.500, -0.920)
O (6.441, 13.433, 3.488)
H (2.127, 10.751, -8.124)
O (5.035, 6.670, 2.011)
H (6.649, 10.207, -2.720)
C (1.808, 12.790, -5.529)
N (8.448, 9.184, -6.115)
O (5.267, 12.951, -1.267)
H (6.742, 8.089, -6.526)
C (-0.330, 10.327, 0.341)
H (8.518, 12.737, -0.652)
C (9.266, 10.721, -0.862)
S (7.635, 12.631, 2.786)
H (4.211, 9.524, 4.838)
H (2.629, 16.498, 1.581)
H (2.168, 13.440, -7.619)
O (2.007, 5.733, -5.633)
C (7.886, 4.705, -2.366)
O (3.075, 7.767, -6.157)
H (-0.738, 11.320, 0.378)
H (4.767, 14.069, 2.501)
O (9.102, 12.809, -3.689)
H (3.805, 9.205, -2.549)
O (10.399, 12.604, -1.541)
C (0.061, 8.111, 0.155)
H (1.393, 6.086, -7.614)
C (5.779, 9.853, -2.159)
S (5.576, 7.956, 2.163)
C (1.825, 15.929, 1.150)
H (0.000, 16.904, 1.813)
H (9.897, 12.340, 0.430)
O (0.819, 7.828, -5.154)
H (4.636, 10.101, -3.975)
O (6.846, 8.288, 1.643)
O (8.870, 13.250, 3.093)
C (1.611, 11.537, -4.993)
O (7.494, 11.240, 2.977)
C (4.478, 9.983, -2.909)
S (9.983, 11.994, -2.952)
H (5.992, 8.802, -1.959)
N (0.947, 10.051, 0.761)
C (4.916, 9.620, 4.021)
H (4.349, 6.278, -6.814)
H (1.442, 11.206, -3.983)
H (5.178, 10.891, 2.281)
N (1.688, 10.637, -6.024)
C (3.406, 6.747, -7.106)
H (8.184, 7.290, -7.012)
C (0.472, 16.121, 1.244)
C (2.013, 14.766, 0.339)
H (3.469, 10.523, 2.483)
N (-0.163, 15.110, 0.592)
C (2.025, 12.628, -6.926)
H (8.764, 4.266, -2.807)
C (4.474, 10.158, 2.680)
H (2.891, 14.344, -0.129)
H (2.511, 4.740, -7.311)
H (6.232, 4.062, -3.645)
C (6.657, 5.994, -1.048)
H (1.531, 10.692, 1.261)
H (6.056, 14.507, 0.358)
H (5.776, 10.207, 4.340)
H (-0.016, 7.055, -0.029)
H (0.505, 13.420, -0.569)
H (-1.967, 9.076, -0.201)
H (6.349, 6.505, -0.159)
O (3.921, 11.225, -2.419)
C (9.450, 12.186, -0.551)

Atomic forces in eV per Å
-0.173 0.147 0.105
0.794 -0.336 -0.204
0.626 0.091 -0.185
0.363 -0.461 0.102
-0.116 0.182 0.081
-0.236 0.066 -0.504
0.101 0.584 0.392
-0.147 -0.129 0.315
-0.104 -0.136 0.260
-0.186 0.209 0.107
-0.018 -0.073 0.336
0.482 0.007 -0.309
0.224 -0.059 0.175
0.168 0.467 0.276
0.732 -2.256 -3.980
-0.541 0.425 -0.520
2.169 1.225 0.118
-0.478 -1.054 0.075
-0.313 -0.005 0.174
-0.401 -1.384 -0.130
-0.263 0.072 0.421
-0.550 0.011 1.627
-1.553 0.151 -0.442
0.579 -0.705 0.222
-0.144 -1.597 -0.254
-0.631 0.439 -0.422
-0.293 0.346 0.168
-0.022 -0.164 -0.105
-0.440 -0.646 -0.811
1.271 -0.336 0.796
-0.492 -0.247 -0.909
-0.150 -0.004 0.179
-0.105 0.124 0.079
-0.224 -0.588 0.300
0.373 0.721 1.537
0.280 -0.674 0.505
-0.161 -0.103 -0.026
-0.418 -0.820 -0.501
-0.104 0.721 0.366
-0.282 -0.239 -0.137
0.068 0.132 -0.444
0.146 0.362 0.395
0.081 0.223 0.227
0.279 -0.326 0.560
0.017 -0.016 -0.057
-0.059 -0.179 -0.686
-0.423 1.747 -0.582
-0.360 -0.272 -0.253
-0.175 0.332 0.063
0.114 -0.126 -0.127
-0.255 -0.058 0.469
0.462 -0.028 -0.601
-0.180 0.116 0.458
-0.005 0.072 0.036
-0.090 0.224 0.376
-0.604 0.535 0.142
-0.131 -0.125 -0.743
-0.090 0.461 -0.277
0.093 -0.049 0.693
-0.089 0.097 0.198
0.492 -0.872 -0.692
-0.686 2.218 1.470
0.224 -0.719 -0.742
-0.452 -0.165 -0.161
-0.013 0.204 -0.089
-0.721 0.650 -0.735
-0.366 -0.312 -0.103
0.858 -0.164 -0.460
0.450 0.162 0.258
0.021 0.169 -0.469
-0.385 -0.389 -0.144
-0.192 0.572 1.007
-0.313 -1.101 0.682
-0.106 0.016 0.326
-0.317 0.229 0.181
1.573 -0.141 -0.195
-0.070 0.041 0.092
-0.113 0.016 0.036
-0.107 0.246 0.540
0.261 -0.101 -0.085
0.682 -0.118 -0.610
0.639 -0.247 0.431
0.538 0.415 0.804
-0.068 -0.187 -0.340
-0.071 0.193 0.913
0.313 -0.394 -0.330
-0.156 -0.136 0.143
0.149 -0.068 0.342
-0.149 0.682 -1.885
0.229 0.153 0.493
0.223 0.030 -0.172
0.179 0.115 -0.171
-0.650 1.197 -0.191
0.182 0.231 -0.284
-0.776 -0.609 0.219
-0.314 0.295 0.310
-0.212 -0.056 -0.054
-0.088 0.055 -0.038
0.155 -0.349 -0.399
0.406 0.378 0.115
-0.168 1.151 0.308
0.498 -0.385 0.556

Calculated values
2S+1: 1
total charge: 0
frontier orbital gap: 7.99 eV
HOMO level: -8.01 eV
LUMO: -0.001 Ha